Density functional theory data (ωB97M-V/def2-TZVPD) for one molecule with the formula C5H10O.

Last columns: bonded neighbours and bond lengths (Å).
Positions of all 16 atoms, in Å:
1 C -1.8803 0.5478 0.0357  C2 1.534, H7 1.096, H8 1.094, H9 1.094
2 C -0.9301 -0.6227 -0.2474  C1 1.534, C3 1.514, H10 1.097, H11 1.095
3 C 0.3753 -0.5265 0.5130  C2 1.514, C4 1.509, C5 1.507, H12 1.090
4 C 1.6562 -0.9729 -0.1482  C3 1.509, C5 1.492, H13 1.086, H14 1.087
5 C 1.4027 0.4816 0.0669  C3 1.507, C4 1.492, O6 1.399, H15 1.091
6 O 1.1691 1.2451 -1.0822  C5 1.399, H16 0.966
7 H -1.3270 1.4711 0.2429  C1 1.096
8 H -2.5179 0.3572 0.9037  C1 1.094
9 H -2.5373 0.7409 -0.8176  C1 1.094
10 H -1.4277 -1.5668 0.0079  C2 1.097
11 H -0.7079 -0.6612 -1.3189  C2 1.095
12 H 0.3032 -0.6845 1.5890  C3 1.090
13 H 2.4262 -1.4593 0.4426  C4 1.086
14 H 1.5758 -1.3262 -1.1735  C4 1.087
15 H 1.9869 0.9864 0.8381  C5 1.091
16 H 0.5695 1.9628 -0.8400  O6 0.966

The calculation puts the HOMO energy at -9.627 eV. For the molar mass, the calculation gives 86.13 g/mol. The energy above the lowest of the compared OMol25 structures with the same formula, charge and spin comes out at 112.7 kJ/mol. For the HOMO-LUMO gap, the calculation gives 10.63 eV. The structure (SMILES) is CC[C@H]1C[C@H]1O. As for the spin multiplicity: 1. The calculated total energy is -7393.597 eV. The net charge is 0.

Density functional theory data (ωB97M-V/def2-TZVPD) for a 3-piece molecular cluster, C5H10O overall.

Last columns: bonded neighbours and bond lengths (Å).
Positions of all 16 atoms, in Å:
1 C 1.3220 -0.8966 -0.8164  C2 1.320, H5 1.088, H6 1.088
2 C 0.9330 -0.6520 0.4214  C1 1.320, C3 1.467, C4 1.466
3 C 1.0516 0.1752 1.6271  C2 1.467, C4 1.530, H7 1.088, H8 1.088
4 C 0.2260 -1.1133 1.6194  C2 1.466, C3 1.530, H9 1.088, H10 1.088
5 H 2.0016 -0.2276 -1.3402  C1 1.088
6 H 0.9976 -1.7941 -1.3387  C1 1.088
7 H 2.0032 0.1717 2.1537  C3 1.088
8 H 0.5118 1.1182 1.6838  C3 1.088
9 H 0.6261 -1.9809 2.1396  C4 1.088
10 H -0.8566 -1.0174 1.6663  C4 1.088
11 H -1.9329 1.2144 0.1460  H12 0.747
12 H -1.6517 1.4686 0.7894  H11 0.747
13 C -1.0126 0.4143 -2.3130  O14 1.206, H15 1.105, H16 1.106
14 O -2.1196 0.2780 -1.8534  C13 1.206
15 H -0.3227 1.2070 -1.9714  C13 1.105
16 H -0.6311 -0.2467 -3.1129  C13 1.106

The calculation puts the HOMO energy at -9.867 eV. For the molar mass, the calculation gives 86.13 g/mol. The energy above the lowest of the compared OMol25 structures with the same formula, charge and spin comes out at 377.5 kJ/mol. For the HOMO-LUMO gap, the calculation gives 10.74 eV. The structure (SMILES) is C=C1CC1.[H][H].C=O. As for the spin multiplicity: 1. The calculated total energy is -7390.853 eV. The net charge is 0.

Density functional theory data (ωB97M-V/def2-TZVPD) for one molecule with the formula C5H10O.

Last columns: bonded neighbours and bond lengths (Å).
Positions of all 16 atoms, in Å:
1 O -0.5471 -1.9382 -0.4011  C2 1.441, H7 0.966
2 C -0.3256 -1.5286 0.9622  O1 1.441, C3 1.521, H8 1.096, H9 1.095
3 C -0.3664 -0.0085 0.9441  C2 1.521, C4 1.532, H10 1.096, H11 1.098
4 C 0.5258 0.4106 -0.2281  C3 1.532, C5 1.540, C6 1.509, H12 1.102
5 C 0.4284 1.8892 -0.6475  C4 1.540, H13 1.094, H14 1.092, H16 1.099
6 C 0.1043 -0.3398 -1.4677  C4 1.509, H15 1.108
7 H 0.2583 -2.3074 -0.7868  O1 0.966
8 H 0.6425 -1.9011 1.3171  C2 1.096
9 H -1.1120 -1.9720 1.5813  C2 1.095
10 H -0.0566 0.4074 1.9095  C3 1.096
11 H -1.3976 0.3122 0.7461  C3 1.098
12 H 1.5688 0.1772 0.0387  C4 1.102
13 H -0.5165 2.3307 -0.3168  C5 1.094
14 H 1.2551 2.4841 -0.2526  C5 1.092
15 H -0.9317 0.0061 -1.6569  C6 1.108
16 H 0.4702 1.9782 -1.7416  C5 1.099

The calculation puts the HOMO energy at -7.986 eV. For the molar mass, the calculation gives 86.13 g/mol. The energy above the lowest of the compared OMol25 structures with the same formula, charge and spin comes out at 388.2 kJ/mol. For the HOMO-LUMO gap, the calculation gives 8.90 eV. As for the spin multiplicity: 1. The calculated total energy is -7390.742 eV. The net charge is 0.

Density functional theory data (ωB97M-V/def2-TZVPD) for one molecule with the formula C5H10O in a non-equilibrium geometry.

Last columns: bonded neighbours and bond lengths (Å).
Positions of all 16 atoms, in Å:
1 C 2.7002 0.2534 -0.2996  C2 1.526, H7 1.099, H8 1.094, H9 1.095
2 C 1.4124 -0.3115 0.2939  C1 1.526, O3 1.428, H10 1.104, H11 1.098
3 O 0.2655 0.3018 -0.2963  C2 1.428, C4 1.410
4 C -0.9711 -0.2684 0.0712  O3 1.410, C5 1.583, C6 1.481, H12 1.087
5 C -2.2797 0.3850 0.6769  C4 1.583, C6 1.500, H13 1.090, H14 1.084
6 C -2.1447 0.0413 -0.7773  C4 1.481, C5 1.500, H15 1.076, H16 1.090
7 H 3.5668 -0.1870 0.2127  C1 1.099
8 H 2.7560 1.3383 -0.1751  C1 1.094
9 H 2.7968 0.0221 -1.3655  C1 1.095
10 H 1.4000 -1.4027 0.1260  C2 1.104
11 H 1.4053 -0.1455 1.3795  C2 1.098
12 H -0.8437 -1.2806 0.4472  C4 1.087
13 H -2.8215 -0.3193 1.3083  C5 1.090
14 H -2.4355 1.4170 0.9690  C5 1.084
15 H -2.8370 -0.7132 -1.1064  C6 1.076
16 H -1.9697 0.8692 -1.4642  C6 1.090

The calculation puts the HOMO energy at -9.010 eV. For the molar mass, the calculation gives 86.13 g/mol. The energy above the lowest of the compared OMol25 structures with the same formula, charge and spin comes out at 181.9 kJ/mol. For the HOMO-LUMO gap, the calculation gives 10.24 eV. The structure (SMILES) is CCOC1CC1. As for the spin multiplicity: 1. The calculated total energy is -7392.880 eV. The net charge is 0.